Entry 1:
C38H41N6O2P2RuS | ωB97M-V/def2-TZVPD

Atoms and positions in Å:
Ru -0.731 0.513 -0.107
S -2.286 0.058 1.740
P 0.124 3.763 -0.821
P -2.139 2.502 -2.230
O 0.452 2.621 0.084
O -2.346 1.990 -0.845
N 0.649 0.278 1.796
N -2.036 -3.194 -2.602
N 0.085 0.380 2.967
N -1.062 -1.267 -1.458
N 1.514 -0.085 -0.673
N -1.774 0.603 4.278
C -1.575 5.932 -1.001
C -3.320 3.806 -2.610
C -5.436 4.825 -2.139
C -2.431 1.216 -3.469
C -3.274 -0.630 -5.346
C -4.173 5.493 -4.077
C -1.031 0.975 5.465
C 3.571 6.711 -1.345
C -3.139 -3.927 -2.014
C -1.595 -3.628 -3.911
C 1.535 4.862 -1.093
C -0.403 3.096 -2.463
C 2.427 -0.071 0.312
C 1.893 -0.070 1.665
C -1.922 4.481 0.904
C 3.222 5.916 -2.425
C 2.717 -0.497 2.831
C -2.959 5.294 1.326
C -2.617 6.734 -0.576
C -0.936 2.489 5.624
C -5.296 5.615 -3.270
C 2.202 4.987 -2.305
C -3.186 4.580 -3.756
C -1.241 4.801 -0.261
C -3.401 0.275 -3.131
C 3.795 -0.094 0.015
C 1.901 5.643 -0.003
C 4.197 -0.176 -1.306
C -3.307 6.413 0.584
C 3.234 -0.231 -2.305
C -1.529 -2.181 -2.003
C -1.881 1.234 -4.745
C 2.918 6.569 -0.129
C 1.901 -0.166 -1.934
C -3.816 -0.653 -4.070
C -4.450 3.913 -1.808
C -2.307 0.307 -5.680
C -1.211 0.404 3.097
H -3.444 -3.464 -1.081
H -0.408 2.925 4.777
H -1.905 0.320 -6.682
H 3.739 6.018 -3.367
H -4.590 -1.366 -3.817
H -2.326 4.463 -4.402
H 2.059 -0.853 3.623
H 3.507 -0.315 -3.344
H -3.818 0.294 -2.131
H -2.433 -3.574 -4.609
H -1.135 1.971 -5.009
H -1.532 0.534 6.326
H -2.845 -4.962 -1.822
H 1.110 -0.213 -2.676
H -1.626 3.602 1.466
H -0.387 2.720 6.533
H 3.413 -1.283 2.546
H 1.372 5.520 0.934
H 3.287 0.345 3.229
H -0.788 -2.996 -4.275
H -1.925 2.939 5.695
H -1.245 -4.661 -3.864
H -0.337 3.844 -3.250
H -2.783 0.617 4.322
H 4.532 -0.040 0.801
H 0.246 2.238 -2.691
H -6.322 4.907 -1.526
H -3.979 -3.927 -2.710
H -4.544 3.276 -0.939
H -3.492 5.058 2.234
H -1.007 6.183 -1.886
H -2.882 7.616 -1.139
H 3.198 7.180 0.716
H 4.352 7.446 -1.456
H -3.617 -1.331 -6.093
H 5.246 -0.201 -1.560
H -4.077 6.102 -4.964
H -6.070 6.318 -3.541
H 1.926 4.371 -3.148
H -4.111 7.051 0.919
H -0.029 0.553 5.374

Its charge is +2. The value obtained for the largest force on an atom is 2.44 eV/Å. The energy comes out at -85090.1116 eV. As for the multiplicity: 6. For the energy above the lowest of the compared OMol25 structures with the same formula, charge and spin, the calculation gives 2.9 kJ/mol. The LUMO energy (alpha / beta) comes out at -5.07 / -6.80 eV. The calculation puts the HOMO energy (alpha / beta) at -12.87 / -12.82 eV.

---

Entry 2:
C38H42As2Cl2MnN3O2S | ωB97M-V/def2-TZVPD

Atoms and positions in Å:
As 0.383 1.065 2.415
As 1.407 1.956 -0.645
Mn -0.437 -0.118 0.282
Cl -7.751 1.798 1.233
Cl -3.935 -0.794 -1.700
S -1.998 -1.940 1.292
O -2.219 1.241 1.072
O -1.433 1.243 -0.977
N -5.821 1.631 -0.947
N -3.401 -2.036 3.490
N -1.185 -2.609 3.744
C -5.001 2.000 -2.061
C -3.051 3.039 -2.976
C -4.775 2.246 -4.445
C 0.318 5.627 1.161
C 2.350 -1.008 -2.136
C -6.835 0.375 0.815
C -5.349 -2.041 6.613
C -3.204 2.788 -0.477
C -3.556 -3.708 5.297
C 0.805 4.668 0.288
C -3.768 2.617 -1.860
C -4.994 -3.259 7.178
C 0.927 2.723 -2.370
C -0.726 1.005 3.998
C -3.898 -2.476 4.752
C -0.116 -2.032 -1.394
C 0.977 -2.159 -0.527
C -6.384 -1.941 1.214
C 1.264 -0.844 -2.994
C 2.166 1.092 3.198
C -2.247 1.685 -0.094
C -4.101 -4.087 6.516
C 0.028 -1.354 -2.600
C -0.224 3.899 2.737
C 1.422 -0.175 -4.331
C -2.190 -2.221 2.952
C -0.213 5.239 2.383
C -5.194 -0.729 -0.495
C -5.433 -1.896 0.210
C -7.080 -0.781 1.524
C 2.212 -1.643 -0.912
C 0.277 2.933 1.867
C 0.776 3.315 0.617
C -5.912 0.453 -0.250
C 3.311 2.398 -0.626
C -5.504 1.829 -3.346
C -4.799 -1.644 5.405
C -3.540 2.855 -4.257
H 0.569 0.466 -4.553
H 0.347 6.673 0.887
H 1.783 2.649 -3.039
H 3.448 3.452 -0.862
H -6.515 2.314 -0.688
H -2.619 3.714 -0.423
H 0.649 3.770 -2.266
H -2.966 3.195 -5.109
H -6.049 -1.390 7.119
H -1.055 -2.519 -1.161
H -0.612 5.979 3.064
H -4.860 -2.775 -0.050
H -3.838 -5.048 6.937
H 0.884 -2.751 0.374
H -2.092 3.521 -2.828
H -3.980 2.848 0.280
H -0.637 3.615 3.695
H 1.486 -0.922 -5.124
H -4.067 -1.604 2.861
H -6.469 1.355 -3.467
H -5.173 2.107 -5.442
H 3.736 2.194 0.355
H 2.244 1.952 3.862
H -1.758 1.193 3.708
H 2.912 1.178 2.410
H 2.328 0.428 -4.371
H 0.082 2.170 -2.771
H -6.594 -2.866 1.734
H 2.349 0.177 3.760
H 1.214 4.988 -0.663
H -2.905 -4.389 4.765
H -0.645 0.010 4.430
H -5.421 -3.565 8.123
H -0.828 -1.249 -3.256
H -0.392 1.738 4.730
H 3.070 -1.757 -0.262
H -5.060 -0.689 4.966
H 3.831 1.793 -1.369
H -1.315 -2.750 4.733
H 3.321 -0.630 -2.434
H -0.297 -2.819 3.325
H -7.829 -0.767 2.303

Its charge is +1. The value obtained for the largest force on an atom is 0.46 eV/Å. The energy comes out at -237528.8768 eV. As for the multiplicity: 6. For the energy above the lowest of the compared OMol25 structures with the same formula, charge and spin, the calculation gives 54.5 kJ/mol. The LUMO energy (alpha / beta) comes out at -1.95 / -2.33 eV. The calculation puts the HOMO energy (alpha / beta) at -9.99 / -9.99 eV.